[1]
{"formula": "C29H55ClN4O12PS2SiTi", "method": "the ωB97M-V functional and the def2-TZVPD basis", "homo_ev": -5.819, "charge": -1, "relative_energy_ev": 1.496, "elements": ["O", "H", "H", "C", "C", "C", "H", "C", "H", "O", "H", "H", "H", "H", "C", "H", "N", "C", "O", "C", "O", "H", "C", "C", "H", "H", "O", "H", "C", "H", "H", "O", "O", "H", "H", "C", "C", "H", "H", "P", "H", "C", "H", "H", "H", "Si", "H", "O", "H", "H", "O", "O", "C", "H", "C", "H", "H", "H", "S", "H", "H", "H", "H", "C", "C", "H", "H", "C", "N", "H", "H", "H", "H", "H", "C", "Ti", "C", "H", "O", "H", "N", "H", "H", "H", "Cl", "H", "H", "C", "H", "H", "C", "O", "H", "C", "N", "H", "H", "C", "C", "S", "C", "H", "C", "C", "H", "C"], "xyz": [[-1.429, -1.384, -1.874], [-0.681, 0.936, 5.545], [-2.875, -0.587, 0.474], [-2.075, -1.187, -5.874], [1.863, 2.920, -0.460], [-0.567, 0.802, 4.466], [4.321, -0.693, -2.654], [-3.813, 2.739, 0.666], [-1.554, 0.777, 4.007], [1.189, -1.620, 2.798], [1.237, -3.045, -4.061], [-0.016, -5.922, 5.264], [-0.317, 3.434, -4.247], [2.262, 2.741, 4.079], [-1.147, -2.314, -5.403], [-3.047, -1.282, -5.386], [-2.036, 0.743, -4.362], [-0.429, 3.283, 4.103], [0.494, 1.728, 2.491], [1.653, 1.950, 4.519], [0.488, -2.206, -0.183], [1.523, 4.170, 1.943], [-1.529, 0.224, -5.625], [3.449, -4.128, -1.187], [0.172, 4.096, 3.693], [-1.836, 0.897, -6.427], [2.025, -0.784, -1.638], [-2.671, 0.689, -0.733], [-1.424, 1.857, -3.699], [-1.403, 3.284, 3.613], [1.586, 2.116, 5.596], [0.860, -3.848, 3.875], [-0.419, 3.142, 0.396], [2.444, -1.621, 1.147], [-2.254, -1.318, -6.943], [0.276, 4.688, -1.236], [1.200, -3.336, -0.396], [-1.408, -5.168, 4.465], [-3.131, 3.096, -0.108], [0.430, -2.996, 2.578], [-0.283, -2.374, -6.076], [-3.328, 1.398, 1.204], [5.963, -2.562, -2.818], [0.826, -3.635, 5.891], [-2.197, 3.237, -2.429], [-0.515, 1.720, 1.205], [-4.814, 2.643, 0.240], [-2.748, -2.710, -3.083], [2.713, 3.502, -0.823], [-1.219, -5.044, 6.225], [-0.066, 0.491, 0.251], [-0.902, 1.439, -2.405], [5.003, -2.705, -2.340], [-0.578, 5.306, -0.954], [2.532, -3.089, -1.080], [-3.822, -0.028, 2.736], [-4.197, 1.652, 3.163], [-0.432, 0.194, -5.658], [1.534, -4.184, 1.264], [2.144, 0.992, 4.343], [0.381, 5.418, 1.411], [-4.292, 0.162, -0.273], [-2.273, 0.032, -3.687], [0.266, 1.941, 3.889], [0.098, -3.782, 5.091], [-0.024, 4.019, -2.044], [-0.098, -1.152, -3.940], [-0.685, -5.062, 5.273], [-2.420, 2.840, -3.336], [4.440, -0.874, 2.440], [0.001, -4.054, -3.679], [0.474, 1.984, -4.333], [3.463, -0.788, 3.917], [2.034, 5.393, 0.766], [4.095, -1.670, -2.246], [0.183, -0.621, -1.156], [2.342, -1.110, 2.102], [1.534, 2.249, -1.254], [-2.029, 1.594, 1.775], [2.118, -0.063, 1.906], [-0.405, 2.462, -4.508], [-3.839, 3.482, 1.466], [-1.673, -3.271, -5.458], [-3.323, 2.387, -3.291], [5.792, -5.273, -1.932], [1.077, 5.337, -1.595], [0.626, -4.079, -0.962], [-3.284, 0.352, 0.102], [-0.571, -2.921, 5.063], [-0.575, 3.463, 5.170], [-0.603, -2.119, -3.995], [0.281, 0.649, -2.608], [3.214, -5.100, -0.768], [2.843, -1.837, -1.635], [0.369, -3.118, -3.543], [-0.079, -0.152, 4.273], [-5.233, 0.774, 2.019], [-1.709, -2.100, -2.933], [-4.204, 0.919, 2.354], [-1.473, -2.794, 2.368], [0.738, 3.862, -0.043], [3.759, -2.354, 3.136], [3.574, -1.293, 2.956], [4.665, -3.942, -1.812], [2.203, 2.321, 0.387], [1.199, 4.770, 1.093]], "atomic_forces_ev_per_a": [[-0.0273, 0.0379, 0.0413], [0.0088, -0.0014, 0.0054], [0.0373, -0.0111, 0.0049], [-0.0069, -0.0061, -0.0105], [0.0008, -0.0005, 0.0004], [-0.0028, 0.0012, 0.0190], [0.0024, 0.0014, -0.0050], [0.0089, -0.0123, 0.0021], [-0.0114, 0.0080, -0.0055], [-0.1465, 0.0620, -0.1757], [-0.0023, 0.0063, 0.0040], [0.0081, -0.0104, -0.0022], [0.0038, -0.0067, 0.0021], [0.0080, 0.0047, -0.0066], [0.0262, 0.0100, 0.0027], [-0.0039, -0.0104, 0.0112], [-0.0619, 0.0199, -0.0047], [0.0135, -0.0010, 0.0301], [0.0058, -0.0431, 0.0079], [-0.0217, 0.0108, 0.0253], [-0.0420, 0.1817, -0.1499], [0.0132, -0.0015, -0.0281], [0.0335, -0.0423, -0.0171], [0.0178, -0.0144, -0.0045], [-0.0281, -0.0203, 0.0231], [-0.0044, -0.0002, -0.0011], [-0.1249, -0.0568, -0.1114], [0.0134, 0.0137, -0.0326], [0.0184, -0.0013, 0.0291], [-0.0175, 0.0050, -0.0135], [0.0009, 0.0025, 0.0139], [0.0155, -0.0131, -0.0199], [-0.0028, 0.0054, 0.0706], [0.0215, 0.0079, 0.0202], [0.0072, 0.0071, -0.0026], [0.0208, -0.0007, -0.0096], [0.0542, -0.0066, -0.0365], [0.0006, -0.0006, -0.0025], [0.0044, 0.0034, -0.0091], [-0.0061, -0.0575, 0.0218], [-0.0083, -0.0003, -0.0018], [-0.0071, 0.0404, 0.0077], [0.0055, 0.0020, -0.0037], [-0.0136, -0.0062, -0.0075], [-0.0040, 0.0019, 0.0009], [-0.0567, -0.0105, -0.0689], [-0.0071, -0.0041, -0.0041], [-0.0132, 0.0475, -0.0235], [0.0023, 0.0052, -0.0005], [-0.0061, 0.0023, 0.0052], [-0.0759, -0.0414, -0.1420], [0.0407, 0.0812, -0.0016], [-0.0055, -0.0300, 0.0138], [-0.0019, 0.0123, 0.0043], [-0.0241, 0.0247, 0.0048], [-0.0001, -0.0085, 0.0017], [-0.0026, 0.0046, 0.0060], [-0.0008, 0.0027, 0.0097], [0.0210, 0.0108, 0.0458], [-0.0102, 0.0166, -0.0012], [-0.0112, -0.0016, 0.0075], [0.0018, 0.0045, 0.0027], [0.0208, -0.0015, -0.0049], [0.0212, 0.0269, -0.0311], [0.0104, -0.0045, -0.0183], [0.0016, -0.0077, 0.0241], [-0.0169, -0.0349, -0.0081], [-0.0091, 0.0055, 0.0191], [-0.0130, -0.0011, -0.0204], [0.0182, 0.0114, 0.0039], [0.0026, 0.0010, -0.0029], [0.0048, 0.0031, 0.0068], [0.0094, -0.0248, -0.0008], [0.0116, 0.0095, 0.0000], [-0.0253, -0.0004, 0.0092], [0.1373, -0.2903, 0.4696], [0.0074, -0.0290, 0.0038], [-0.0125, -0.0151, -0.0224], [0.0172, -0.0468, 0.0130], [0.0129, 0.0099, 0.0387], [-0.0172, 0.0059, -0.0123], [0.0000, 0.0028, 0.0068], [-0.0076, 0.0015, 0.0114], [0.0064, -0.0011, 0.0145], [0.0054, -0.0075, -0.0009], [0.0077, 0.0024, -0.0041], [0.0179, 0.0246, 0.0517], [-0.0086, 0.0098, -0.0124], [-0.0003, 0.0028, 0.0106], [-0.0055, 0.0006, 0.0088], [0.0120, 0.0324, 0.0036], [0.0302, 0.1301, -0.0637], [-0.0090, -0.0043, 0.0008], [0.0049, 0.0176, 0.0250], [-0.0178, -0.0095, -0.0128], [0.0111, -0.0125, -0.0107], [-0.0082, -0.0023, -0.0073], [0.0616, -0.0705, -0.0213], [0.0069, 0.0178, 0.0022], [0.0459, 0.0242, 0.0682], [-0.0279, -0.0046, -0.0268], [-0.0043, 0.0099, 0.0028], [0.0364, -0.0249, -0.0381], [0.0040, 0.0238, 0.0011], [-0.0077, -0.0077, 0.0144], [0.0075, 0.0031, -0.0324]]}

---

[2]
{"formula": "C29H55FN3O7S3", "method": "the ωB97M-V functional and the def2-TZVPD basis", "homo_ev": -10.072, "charge": 1, "elements": ["H", "H", "C", "N", "H", "H", "C", "O", "H", "H", "C", "C", "H", "H", "C", "C", "C", "S", "H", "H", "N", "H", "H", "C", "H", "H", "C", "C", "H", "H", "O", "H", "H", "C", "H", "H", "H", "C", "C", "C", "C", "H", "H", "H", "C", "O", "H", "H", "H", "H", "H", "H", "C", "H", "C", "H", "H", "H", "H", "H", "H", "C", "S", "C", "H", "H", "H", "H", "C", "C", "C", "C", "O", "O", "H", "H", "H", "C", "O", "H", "C", "N", "H", "H", "O", "H", "H", "H", "H", "C", "H", "F", "S", "C", "H", "H", "H", "C"], "xyz": [[3.148, -5.088, 3.506], [5.785, 4.385, 3.813], [-3.960, -2.802, -5.925], [-2.837, -0.846, -1.067], [-0.433, -1.951, 0.967], [-5.514, 4.499, 0.468], [-2.925, -1.007, 1.668], [-3.870, 6.390, 0.989], [7.269, 1.784, 2.868], [0.888, -1.615, -0.713], [-2.991, -2.912, -8.784], [-1.617, -0.118, 1.262], [5.121, 3.137, 0.959], [-2.767, -1.310, 2.754], [6.104, 2.580, 1.041], [-2.842, -2.377, 0.783], [-1.101, 0.380, 2.694], [6.831, -1.683, 2.266], [-3.073, -3.194, -5.419], [-4.448, -1.288, -7.408], [-0.827, -1.127, 0.490], [-0.522, 1.361, 2.577], [2.990, -1.094, 0.240], [6.010, -3.354, 2.072], [-4.786, -1.560, 3.491], [-5.222, 4.288, -2.031], [0.284, -0.689, -0.428], [3.700, 0.791, 1.140], [-4.871, 2.929, 0.005], [-2.463, -5.151, -10.129], [-1.931, -3.239, -9.536], [-0.086, -0.251, -1.418], [-0.798, -1.252, 4.253], [-5.191, -0.588, 3.047], [-2.314, -3.071, 1.523], [3.504, 1.495, 2.006], [6.766, -4.164, 2.360], [-2.592, -0.838, -2.345], [1.309, 0.361, 0.197], [-3.232, 5.409, 1.269], [5.663, 3.281, 3.604], [4.702, -2.943, 3.911], [3.609, 1.434, 0.192], [-4.184, 0.850, 1.594], [-4.368, 4.484, -1.379], [-3.495, 4.154, 0.872], [2.248, -0.803, 1.954], [-3.151, -0.855, -6.302], [-3.812, -2.863, 0.468], [7.549, 3.538, 2.476], [-1.334, -4.287, -11.186], [-3.485, 3.986, -1.788], [4.668, -3.491, 2.917], [1.725, 0.964, -0.685], [-3.579, -1.681, -6.874], [5.846, -3.478, 0.944], [-1.834, 0.827, 0.665], [-4.415, -3.638, -6.459], [-2.028, 0.633, 3.304], [5.847, 1.139, -0.622], [-4.988, -0.615, 0.846], [-1.881, -1.789, -0.385], [-1.979, -0.290, -3.786], [5.455, -0.410, 2.358], [-5.157, 0.273, 3.799], [-1.555, -2.692, -0.999], [-6.745, -1.748, 2.518], [4.809, -5.368, 4.188], [-4.647, 3.998, 0.030], [-2.225, -4.179, -10.568], [-4.343, -0.269, 1.728], [2.550, -0.335, 0.969], [-4.122, -3.293, -8.955], [-6.572, -0.794, 2.623], [-1.311, 7.235, 1.554], [-4.671, -2.448, -5.175], [-3.045, -3.833, -11.200], [4.262, -5.009, 3.248], [-2.569, -2.106, -7.797], [5.832, 2.687, 4.556], [-0.203, -0.664, 3.491], [5.049, 0.190, 1.099], [3.811, -3.053, 2.313], [7.133, 0.649, 0.576], [-2.118, 5.384, 2.017], [-0.836, 6.540, 3.113], [4.636, 3.016, 3.180], [-2.456, 7.230, 2.936], [4.547, -5.744, 2.426], [6.738, 2.726, 2.528], [0.815, 1.145, 0.872], [0.807, 0.109, 4.172], [4.861, -0.070, 3.874], [6.082, 1.080, 0.501], [6.839, 3.147, 0.364], [-4.164, 5.556, -1.398], [0.365, -1.403, 2.847], [-1.668, 6.677, 2.422]], "atomic_forces_ev_per_a": [[1.5359, 0.1047, -0.5857], [-0.2584, -1.3140, -0.3836], [-0.0066, -0.2752, -0.0755], [2.5210, -1.2464, -4.8935], [-0.3943, 0.7820, 0.7902], [0.2132, 0.1027, 0.0220], [-0.9203, -0.4890, 0.5211], [0.1407, -0.3583, 0.1386], [-0.8787, 0.9846, -0.4121], [-0.9678, 1.0417, 0.4517], [0.1086, -0.1798, -0.0446], [-2.0337, 0.3192, 2.9413], [1.0141, -0.8751, 0.1488], [0.1236, 0.2273, -1.3805], [1.6219, 0.1205, 0.3884], [1.0675, 1.4384, 1.3728], [0.8906, 0.3065, -0.3638], [-0.3180, 0.3251, -0.0557], [-0.0057, 0.1490, 0.0437], [0.0894, -0.1966, -0.0740], [0.2354, -0.0289, -3.0988], [-0.6019, -1.5193, 0.2958], [-0.5703, 0.7073, 1.1625], [-0.8382, -0.3497, -0.4950], [-0.4760, 1.3761, -0.2233], [0.0375, -0.0423, 0.0549], [2.2806, 1.3567, -0.9234], [-1.1080, 0.2545, -1.1626], [0.2149, 0.0381, 0.2258], [-0.1309, 0.1185, -0.0639], [-0.2646, 0.2548, 0.2974], [-0.1655, -0.6520, 1.6513], [0.7790, 0.7905, -0.7247], [0.0837, -0.4901, -0.9308], [-0.4127, 0.3695, -1.5430], [0.2958, -1.0287, -0.7510], [-0.8106, 1.4699, -0.1143], [1.4258, 3.0110, 1.1678], [0.4395, 0.0229, 0.2921], [0.0988, 0.1460, -0.0907], [0.4951, -1.4070, -0.4788], [0.2201, -0.4817, -1.4026], [0.3067, -0.8819, 1.2903], [-0.2606, -1.2744, 0.2395], [0.1902, 0.2377, -0.0354], [0.0988, -0.0475, 0.2944], [0.4415, 0.5054, -1.1435], [0.1772, -0.0975, -0.3078], [1.1903, 0.9307, 0.0938], [-0.9988, -1.3014, -0.0447], [0.0332, 0.1857, 0.2438], [-0.1171, -0.1134, 0.0056], [-0.5495, -0.7995, -0.0964], [-0.5349, -0.9912, 1.2082], [-0.3768, -0.0319, 0.3326], [-0.1062, 0.0074, 1.6970], [0.3183, -1.7049, 0.2378], [-0.0489, 0.1629, -0.0080], [1.1755, -0.2943, -0.8914], [0.3201, -0.1739, 1.5093], [0.9737, 0.5630, 1.2395], [-3.7438, -3.1970, 1.7657], [-1.9736, -1.9341, 3.3644], [-0.1744, -0.2330, 0.1599], [-0.1011, -1.3437, -1.0254], [0.4310, 1.7616, 0.4878], [0.2314, 0.7146, 0.1563], [-0.6339, 0.5538, -1.3123], [-0.3870, 0.0462, -0.5009], [0.0071, -0.3501, -0.4357], [0.1783, 0.1954, -0.8060], [0.2220, 1.1345, -0.9604], [0.2867, 0.1960, 0.0614], [0.8686, -0.1750, 0.6698], [-0.1736, 0.0271, 0.0789], [0.0386, 0.0368, -0.0252], [-0.0015, -0.0542, 0.1999], [0.4316, -0.0982, 0.5601], [0.0504, 0.0701, -0.2023], [-0.4786, 0.9434, -0.9562], [0.3011, 0.8419, 0.2527], [0.2775, -0.2047, 2.4241], [1.0853, -0.2603, 0.6826], [-1.5398, 0.2826, 0.1678], [-0.3296, -0.2173, -0.1667], [-0.1120, -0.2559, -0.1151], [1.2093, 0.6413, 0.9525], [0.0110, -0.0642, -0.2002], [-0.5978, 1.0364, 0.8853], [-0.1593, 1.5105, -0.1815], [0.4535, -1.2153, -0.9648], [-1.3877, -1.2234, -0.7914], [0.1111, -0.3837, -1.8001], [0.2756, 1.1152, -1.5219], [-1.1765, -0.9322, 0.6598], [-0.1362, -0.0750, 0.0669], [-0.6361, 0.8799, 0.5921], [0.2695, 0.4653, 0.2193]]}